Record 1
Below is a structure of composition C32H47Cl3N3O3PdSSi in a non-equilibrium geometry, with properties calculated with the ωB97M-V functional and the def2-TZVPD basis.

```
91
Properties=species:S:1:pos:R:3
C -2.716 -2.697 -5.252
C -1.633 -2.734 -4.210
H -2.280 -2.800 -6.255
H -3.301 -1.770 -5.215
H -3.413 -3.541 -5.124
C -0.613 -3.598 -4.301
C -0.463 -4.577 -5.413
H 0.179 -3.633 -3.559
H -0.264 -4.077 -6.373
H -1.341 -5.228 -5.560
H 0.397 -5.225 -5.203
Pd 0.672 1.693 0.724
Cl -1.812 1.950 0.926
Cl 1.009 2.969 -1.245
H 1.429 5.250 4.046
H -1.556 6.695 3.341
C 1.354 5.845 3.125
C -0.895 6.731 2.461
N 0.072 5.641 2.472
H 2.171 5.546 2.459
C -0.170 4.455 1.903
O 0.693 3.542 1.955
H -1.518 6.647 1.564
H -1.142 4.319 1.413
H 1.435 6.906 3.367
H -0.353 7.684 2.465
H 3.582 -0.170 -2.787
H 2.827 -2.612 -3.267
C 4.134 -0.462 -1.888
C 3.712 -2.787 -2.634
N 3.760 -1.825 -1.539
H 3.839 0.191 -1.063
C 3.907 -2.252 -0.240
O 4.313 -1.558 0.686
H 3.651 -3.805 -2.226
H 3.595 -3.316 -0.108
H 5.212 -0.395 -2.087
H 4.606 -2.695 -3.274
O -1.046 -0.501 -3.514
C -1.742 -1.681 -3.109
C 0.063 -2.489 -1.503
C -1.257 -2.098 -1.735
H 0.820 -2.232 -2.248
C 0.373 -3.207 -0.345
H -2.813 -1.453 -3.017
C -2.150 -2.068 -0.662
H 1.350 -3.688 -0.245
C -0.558 -3.295 0.686
C -1.798 -2.664 0.546
H -3.115 -1.578 -0.809
H -0.303 -3.804 1.613
H -2.500 -2.650 1.376
Si -1.185 0.969 -4.109
Cl 1.664 -0.040 -0.101
C 0.590 1.494 -4.463
C -1.906 2.111 -2.810
C -2.123 0.961 -5.713
H 1.240 1.300 -3.595
H 0.617 2.576 -4.662
H 0.980 0.956 -5.343
H -1.576 0.402 -6.483
H -2.229 1.995 -6.067
H -3.123 0.524 -5.639
H -1.925 1.667 -1.804
H -2.929 2.406 -3.081
H -1.276 3.006 -2.705
N 0.607 0.542 2.382
S -0.765 0.018 3.133
C -0.119 -1.441 4.000
C 1.218 -1.828 3.941
C 1.605 -3.082 4.431
C 0.667 -3.898 5.074
C -0.673 -3.492 5.164
C -1.075 -2.283 4.594
C -0.883 1.390 4.293
C -2.080 2.100 4.440
C -2.095 3.252 5.223
C -0.921 3.704 5.838
C 0.269 2.995 5.665
C 0.282 1.819 4.917
H 1.207 -0.254 2.133
H 1.968 -1.164 3.517
H 2.642 -3.405 4.313
H 0.979 -4.846 5.509
H -1.408 -4.120 5.670
H -2.120 -1.968 4.581
H -2.964 1.751 3.903
H -3.029 3.801 5.362
H -0.936 4.599 6.460
H 1.200 3.331 6.126
H 1.198 1.249 4.786
```

The calculation puts the max |F| at 0.067 hartree/bohr. The HOMO-LUMO gap (alpha / beta) is 5.08 / 6.95 eV. The HOMO energy (alpha / beta) comes out at -2.705 / -4.574 eV. The total charge is -1. Its spin multiplicity is 3. For the total energy, the calculation gives -3833.757444 a.u.

Charges per atom according to Mulliken partitioning, unit e: -1.551, 0.423, 0.350, 0.319, 0.338, 0.480, -1.540, 0.218, 0.316, 0.314, 0.384, 0.578, -0.749, -0.645, 0.157, 0.285, -0.812, -0.926, 0.300, 0.270, -0.067, -0.559, 0.333, 0.316, 0.331, 0.317, 0.422, 0.268, -1.171, -0.936, 0.429, 0.324, 0.067, -0.583, 0.321, 0.217, 0.273, 0.341, 0.174, -0.560, 0.005, 0.491, 0.907, -1.039, 0.432, -0.635, 0.179, -0.057, -0.830, 0.341, 0.392, 0.322, 0.219, -0.121, -0.781, -0.721, -1.222, 0.034, 0.343, 0.261, 0.282, 0.381, 0.319, -0.042, 0.348, 0.271, -0.632, 0.227, 0.529, -0.083, -0.911, -0.347, -0.676, -0.405, 0.542, -0.398, -0.701, -0.427, -0.695, -0.219, 0.440, 0.568, 0.411, 0.379, 0.350, 0.392, 0.363, 0.373, 0.387, 0.398, 0.293


Record 2
Below is the ion C9H13N6 with charge -1 in a non-equilibrium geometry, with properties calculated with the ωB97M-V functional and the def2-TZVPD basis.

```
28
Properties=species:S:1:pos:R:3
C 3.110 -0.054 0.018
C 0.141 0.064 -1.261
C 1.808 -1.112 0.046
C 0.388 1.531 -1.122
C 0.275 0.618 1.032
C 0.393 -0.556 0.090
C -0.246 1.850 0.270
C -1.750 2.100 0.416
C 1.209 -3.331 -0.003
N 3.140 1.101 -0.544
N 4.278 -0.441 0.570
N 4.418 1.559 -0.318
N 5.033 0.625 0.306
N -0.253 -0.519 -2.337
N 2.180 -2.305 -0.064
H 1.454 1.794 -1.142
H -0.041 2.219 -2.041
H -0.306 0.498 1.951
H 1.150 0.930 1.513
H -0.322 -1.275 0.154
H 0.370 2.639 0.548
H -2.088 1.787 1.480
H -2.239 1.324 -0.176
H -1.966 3.074 0.082
H 1.706 -4.174 0.645
H 0.770 -3.566 -0.927
H 0.380 -3.080 0.597
H -0.270 -1.493 -2.054
```

The calculation puts the energy relative to the best compared isomer or geometry (same formula, charge and spin) at 23.7 kcal per mole. The calculation puts the max |F| at 0.096 hartree/bohr. The HOMO-LUMO gap is 8.47 eV. The HOMO energy comes out at -5.280 eV. The total charge is -1. For the total energy, the calculation gives -679.211863 a.u.

Charges per atom according to Mulliken partitioning, unit e: 0.350, 0.212, 0.711, -0.556, -1.717, 0.286, 0.142, -1.447, -1.056, -0.031, -0.470, -0.755, -0.404, -0.962, -0.657, 0.493, 0.255, 0.502, 0.429, 0.793, 0.543, 0.275, 0.318, 0.422, 0.353, 0.343, 0.367, 0.263


Record 3
Below is the ion C5H14NS2 with charge +1 in a non-equilibrium geometry, with properties calculated with the ωB97M-V functional and the def2-TZVPD basis.

```
22
Properties=species:S:1:pos:R:3
C 2.172 -3.452 -1.480
C 1.882 -1.993 -1.109
C 0.379 -1.610 -1.239
S -0.284 -1.001 0.343
S -1.524 0.517 -0.158
C -0.651 2.031 0.297
C -0.976 2.497 1.701
N -2.436 2.704 1.876
H 2.833 -3.478 -2.340
H 2.682 -3.981 -0.674
H 1.261 -3.994 -1.725
H 2.234 -1.693 -0.120
H 2.395 -1.298 -1.774
H 0.195 -0.870 -2.012
H -0.190 -2.495 -1.507
H -0.900 2.789 -0.454
H 0.425 1.917 0.248
H -0.442 3.424 1.907
H -0.601 1.802 2.446
H -2.966 1.885 1.532
H -2.679 2.784 2.865
H -2.809 3.514 1.377
```

The calculation puts the energy relative to the best compared isomer or geometry (same formula, charge and spin) at 16.4 kcal per mole. The calculation puts the max |F| at 0.021 hartree/bohr. The HOMO-LUMO gap is 8.59 eV. The structure (SMILES) is CCCSSCC[NH3+]. The HOMO energy comes out at -12.191 eV. The total charge is +1. For the total energy, the calculation gives -1049.785554 a.u.

Charges per atom according to Mulliken partitioning, unit e: -1.030, -0.426, -0.583, -0.081, -0.134, -0.728, -0.481, -0.264, 0.269, 0.271, 0.352, 0.402, 0.287, 0.362, 0.319, 0.405, 0.363, 0.338, 0.307, 0.335, 0.362, 0.356